(1)
ClH14O7 | ωB97M-V/def2-TZVPD

Each line ends with the natural charge from an NBO analysis.
Cartesian coordinates (Å):
Cl (0.207, 0.130, 0.555)  -0.931
O (2.343, 2.433, 1.344)  -0.962
H (1.786, 1.670, 1.195)  0.495
H (2.986, 2.139, 1.989)  0.452
O (-0.230, -2.747, -1.659)  -0.947
H (-0.766, -3.253, -1.047)  0.457
H (-0.237, -1.858, -1.305)  0.497
O (-1.789, -0.148, -1.893)  -0.971
H (-2.489, 0.503, -1.932)  0.459
H (-1.291, 0.081, -1.108)  0.486
O (0.063, -2.945, 1.877)  -0.954
H (-0.544, -3.437, 1.324)  0.446
H (-0.060, -2.033, 1.614)  0.497
O (-0.511, 2.665, -1.965)  -0.949
H (-0.197, 1.859, -1.554)  0.491
H (-1.176, 2.998, -1.362)  0.454
O (2.333, -2.303, -0.813)  -0.983
H (1.906, -1.583, -0.349)  0.482
H (1.612, -2.849, -1.125)  0.482
O (-1.243, 3.186, 2.318)  -0.949
H (-0.801, 2.338, 2.271)  0.491
H (-1.901, 3.153, 1.624)  0.457

Cartesian forces (eV/Å) of the 3 atoms listed first:
Cl -0.19 -0.06 -0.03
O 0.41 0.65 0.15
H -0.52 -0.56 -0.30

Properties
relative energy (zero: lowest compared OMol25 entry of this formula, charge and spin) = 53.3 kJ/mol
net charge = -1

***

(2)
C24H28FN3O5 | ωB97M-V/def2-TZVPD

Each line ends with the natural charge from an NBO analysis.
Cartesian coordinates (Å):
C (-6.821, -3.901, -0.184)  -0.252
O (-6.903, -2.501, -0.078)  -0.475
C (-5.753, -1.787, 0.002)  0.291
C (-4.475, -2.324, 0.000)  -0.302
C (-3.356, -1.508, 0.076)  -0.186
C (-3.503, -0.132, 0.160)  -0.171
C (-2.377, 0.833, 0.260)  0.675
O (-2.530, 1.964, 0.681)  -0.609
N (-1.172, 0.345, -0.165)  -0.606
C (0.047, 0.998, -0.275)  0.091
C (0.262, 2.267, 0.114)  -0.236
C (1.443, 3.079, -0.145)  -0.188
C (2.074, 3.113, -1.393)  -0.169
C (3.146, 3.951, -1.629)  -0.233
C (3.619, 4.787, -0.629)  -0.192
C (3.008, 4.787, 0.613)  -0.303
C (1.934, 3.947, 0.832)  0.473
F (1.357, 3.945, 2.053)  -0.329
C (1.056, 0.048, -0.856)  0.647
O (0.687, -0.921, -1.503)  -0.643
N (2.345, 0.283, -0.551)  -0.595
C (3.425, -0.546, -1.025)  -0.232
C (4.123, -1.276, 0.132)  -0.222
N (5.283, -1.988, -0.370)  -0.450
C (4.987, -3.297, -0.936)  -0.250
C (4.796, -4.374, 0.141)  -0.090
O (5.910, -4.444, 1.006)  -0.527
C (6.159, -3.196, 1.616)  -0.090
C (6.393, -2.110, 0.559)  -0.240
C (-4.789, 0.415, 0.185)  -0.217
C (-5.911, -0.383, 0.103)  0.258
O (-7.194, 0.064, 0.111)  -0.480
C (-7.412, 1.449, 0.232)  -0.252
H (-7.851, -4.250, -0.243)  0.203
H (-6.339, -4.344, 0.693)  0.176
H (-6.283, -4.206, -1.088)  0.177
H (-4.335, -3.391, -0.060)  0.222
H (-2.384, -1.978, 0.096)  0.210
H (-1.144, -0.572, -0.602)  0.432
H (-0.542, 2.773, 0.632)  0.271
H (1.696, 2.479, -2.181)  0.222
H (3.612, 3.960, -2.603)  0.219
H (4.455, 5.443, -0.816)  0.219
H (3.348, 5.430, 1.410)  0.230
H (2.577, 1.069, 0.034)  0.412
H (2.990, -1.261, -1.725)  0.229
H (4.161, 0.067, -1.553)  0.202
H (3.390, -1.923, 0.636)  0.177
H (4.463, -0.529, 0.855)  0.194
H (4.095, -3.232, -1.558)  0.205
H (5.837, -3.575, -1.566)  0.201
H (4.703, -5.361, -0.314)  0.197
H (3.886, -4.167, 0.727)  0.158
H (7.045, -3.334, 2.238)  0.195
H (5.308, -2.917, 2.259)  0.157
H (6.575, -1.146, 1.038)  0.200
H (7.276, -2.380, -0.029)  0.199
H (-4.864, 1.487, 0.270)  0.240
H (-6.982, 1.999, -0.611)  0.178
H (-7.000, 1.841, 1.167)  0.180
H (-8.493, 1.575, 0.232)  0.201

Cartesian forces (eV/Å) of the 3 atoms listed first:
C 0.04 -0.26 -0.02
O 0.12 0.43 0.04
C -0.07 0.10 0.02

Properties
relative energy (zero: lowest compared OMol25 entry of this formula, charge and spin) = 295.1 kJ/mol
structure (SMILES) = COc1ccc(C(=O)N/C(=C/c2ccccc2F)C(=O)NCCN2CCOCC2)cc1OC

***

(3)
C7H13NO3 | ωB97M-V/def2-TZVPD

Each line ends with the natural charge from an NBO analysis.
Cartesian coordinates (Å):
C (0.523, -1.379, 0.512)  0.127
C (0.086, -0.419, 1.905)  -0.416
C (-0.244, 0.919, 0.937)  0.383
C (-0.853, 2.277, 0.438)  -0.454
C (-0.969, 1.904, -1.200)  -0.404
C (-0.917, 0.322, -1.161)  -0.128
C (0.275, -0.727, -0.973)  0.095
H (2.320, -2.578, 0.520)  0.499
H (-0.190, -2.272, 0.590)  0.210
H (-0.847, -0.865, 2.233)  0.222
H (0.893, -0.181, 2.750)  0.207
H (1.743, 0.561, 0.893)  0.520
H (-0.048, 2.885, 0.936)  0.244
H (-1.996, 2.475, 0.602)  0.206
H (-2.112, 1.977, -1.476)  0.213
H (-0.223, 2.447, -1.761)  0.227
H (-1.712, -0.193, -1.725)  0.219
H (-2.230, 0.689, 0.316)  0.338
H (1.128, -0.055, -1.528)  0.191
H (0.961, -2.328, -2.649)  0.464
N (-1.369, 0.096, 0.170)  -0.666
O (1.846, -1.592, 0.742)  -0.772
O (0.977, 1.087, 0.409)  -0.762
O (0.238, -2.071, -1.606)  -0.767

Cartesian forces (eV/Å) of the 3 atoms listed first:
C -2.53 1.40 1.63
C 0.06 2.06 -1.30
C -3.22 -2.97 1.34

Properties
relative energy (zero: lowest compared OMol25 entry of this formula, charge and spin) = 1067.5 kJ/mol

***

(4)
C5H8N | ωB97M-V/def2-TZVPD

Each line ends with the natural charge from an NBO analysis.
Cartesian coordinates (Å):
C (-0.510, 0.977, 0.796)  0.383
C (-1.121, -0.320, 0.931)  -0.442
C (-1.419, -0.178, -0.587)  -0.379
C (-0.716, 1.157, -0.651)  -0.047
C (2.135, 0.013, 0.152)  -0.279
N (0.577, 1.388, 0.336)  -0.254
H (-0.504, -1.105, 1.370)  0.258
H (-1.995, -0.157, 1.426)  0.265
H (-0.976, -0.903, -1.205)  0.251
H (-2.384, 0.062, -0.826)  0.257
H (-1.058, 2.108, -1.203)  0.288
H (1.796, 0.037, -0.908)  0.219
H (2.212, -0.918, 0.769)  0.239
H (2.865, 0.830, 0.352)  0.242

Cartesian forces (eV/Å) of the 3 atoms listed first:
C -0.07 0.48 -1.69
C 0.83 -0.94 0.61
C 3.18 0.31 0.25

Properties
relative energy (zero: lowest compared OMol25 entry of this formula, charge and spin) = 715.8 kJ/mol
net charge = +1

***

(5)
C4H10N4 | ωB97M-V/def2-TZVPD

Each line ends with the natural charge from an NBO analysis.
Cartesian coordinates (Å):
C (0.521, 2.589, 1.129)  0.406
C (1.316, -0.598, -0.362)  -0.418
C (-0.523, -0.799, 1.165)  -0.438
C (-0.705, 0.807, -0.568)  0.427
N (0.166, 2.671, 2.227)  -0.546
N (-1.912, 1.267, -0.016)  -0.795
N (0.850, 2.207, -0.060)  -0.907
N (-0.081, -0.300, -0.063)  -0.416
H (1.363, -1.410, -1.116)  0.197
H (1.703, 0.383, -0.754)  0.256
H (1.806, -0.872, 0.523)  0.210
H (-1.530, -1.038, 1.016)  0.201
H (-0.063, -1.792, 1.494)  0.227
H (-0.486, -0.052, 1.951)  0.217
H (-0.538, 0.962, -1.616)  0.201
H (-1.816, 1.009, 1.006)  0.407
H (-2.013, 2.237, -0.236)  0.408
H (0.830, 2.948, -0.698)  0.363

Cartesian forces (eV/Å) of the 3 atoms listed first:
C -0.16 -0.47 0.38
C -0.84 1.45 -3.00
C -0.14 -1.62 1.98

Properties
relative energy (zero: lowest compared OMol25 entry of this formula, charge and spin) = 255.8 kJ/mol

***

(6)
C18H66N2O21 | ωB97M-V/def2-TZVPD

Each line ends with the Mulliken charge.
Cartesian coordinates (Å):
C (-8.399, -1.436, 2.323)  -1.418
C (-7.115, -2.093, 1.871)  0.262
O (-6.756, -1.578, 0.596)  -0.370
C (-5.656, -2.296, 0.038)  0.279
C (-4.702, -1.306, -0.617)  -0.643
O (-3.380, -1.774, -0.459)  -0.202
C (-2.415, -0.872, -0.970)  -0.434
C (-1.133, -1.632, -1.301)  -0.914
O (-0.027, -1.275, -0.490)  0.006
C (0.839, -0.344, -1.090)  -1.586
C (1.965, 0.010, -0.115)  1.426
C (2.947, -1.086, -0.170)  -0.545
N (3.722, -1.938, -0.184)  -0.670
C (1.564, 0.285, 1.373)  3.086
C (1.358, -1.021, 2.035)  -0.599
N (1.185, -1.995, 2.625)  -0.705
C (2.801, 0.973, 2.048)  -0.309
C (3.727, 0.051, 2.842)  -1.794
C (0.223, 1.039, 1.552)  -0.284
C (0.260, 2.579, 1.607)  -1.045
C (1.057, 3.267, 0.482)  -0.223
C (2.010, 4.338, 1.016)  -0.912
O (2.964, 4.713, 0.045)  -0.425
C (2.696, 5.952, -0.610)  -0.805
H (-8.249, -0.369, 2.484)  0.367
H (-9.172, -1.568, 1.566)  0.342
H (-8.729, -1.875, 3.264)  0.377
H (-7.222, -3.180, 1.851)  0.010
H (-6.322, -1.833, 2.582)  0.238
H (-5.142, -2.870, 0.806)  -0.225
H (-6.065, -2.955, -0.733)  0.234
H (-4.956, -1.182, -1.676)  0.357
H (-4.836, -0.338, -0.120)  0.305
H (-2.811, -0.416, -1.885)  0.416
H (-2.230, -0.055, -0.265)  0.231
H (-1.364, -2.689, -1.163)  0.365
H (-0.915, -1.497, -2.362)  0.373
H (1.298, -0.798, -1.976)  0.478
H (0.308, 0.550, -1.436)  0.442
H (2.507, 0.856, -0.541)  -0.084
H (2.497, 1.770, 2.721)  0.135
H (3.381, 1.411, 1.235)  0.246
H (4.087, -0.799, 2.270)  0.305
H (3.285, -0.245, 3.790)  0.395
H (4.603, 0.651, 3.101)  0.507
H (-0.179, 0.707, 2.511)  0.577
H (-0.508, 0.730, 0.812)  -0.879
H (-0.762, 2.953, 1.614)  0.589
H (0.680, 2.867, 2.570)  0.416
H (1.645, 2.578, -0.116)  0.158
H (0.358, 3.794, -0.172)  0.480
H (1.446, 5.198, 1.382)  0.576
H (2.553, 3.943, 1.880)  0.217
H (3.267, 6.753, -0.152)  0.333
H (1.631, 6.198, -0.576)  0.336
H (2.964, 5.824, -1.657)  0.318
O (4.454, 1.706, -1.689)  -0.547
H (5.014, 1.924, -2.440)  0.270
H (5.059, 1.345, -1.028)  0.272
O (-3.716, -4.154, 2.171)  -0.629
H (-3.339, -4.066, 3.053)  0.319
H (-3.169, -3.592, 1.609)  0.223
O (4.423, -4.032, -2.846)  -0.679
H (4.301, -3.607, -1.988)  0.338
H (5.195, -3.599, -3.229)  0.344
O (6.370, 0.616, 0.788)  -0.711
H (7.076, 0.624, 0.131)  0.317
H (6.035, -0.291, 0.773)  0.341
O (3.293, 9.012, -0.953)  -0.620
H (3.178, 9.706, -0.298)  0.294
H (4.071, 9.290, -1.455)  0.343
O (-1.575, -1.831, -4.515)  -0.629
H (-0.896, -1.779, -5.196)  0.295
H (-1.813, -2.764, -4.483)  0.322
O (6.481, -5.062, -4.438)  -0.664
H (6.078, -5.242, -5.293)  0.320
H (5.901, -5.513, -3.811)  0.342
O (-0.246, 5.072, 3.348)  -0.560
H (-0.561, 5.961, 3.539)  0.271
H (-0.644, 4.527, 4.035)  0.278
O (-6.040, -4.897, 3.796)  -0.629
H (-5.550, -4.643, 3.001)  0.303
H (-6.077, -5.862, 3.762)  0.323
O (5.507, 10.249, -2.631)  -0.654
H (5.246, 10.506, -3.523)  0.335
H (6.421, 10.534, -2.547)  0.303
O (-9.446, -5.048, 2.219)  -0.659
H (-9.223, -4.730, 1.338)  0.317
H (-8.595, -5.177, 2.663)  0.363
O (5.956, -8.257, -4.854)  -0.643
H (6.111, -8.358, -3.910)  0.313
H (6.774, -7.873, -5.188)  0.324
O (4.158, 10.424, -5.519)  -0.643
H (4.020, 9.471, -5.486)  0.322
H (4.076, 10.650, -6.450)  0.313
O (-7.973, -1.217, -2.552)  -0.639
H (-7.659, -1.105, -1.645)  0.335
H (-7.368, -0.691, -3.082)  0.313
O (-7.860, -7.018, 3.596)  -0.621
H (-8.317, -7.430, 2.854)  0.320
H (-8.122, -7.542, 4.360)  0.283
O (-0.057, -4.641, -0.094)  -0.681
H (-0.040, -3.679, -0.054)  0.403
H (0.639, -4.909, 0.515)  0.309
O (9.090, 0.500, 2.562)  -0.628
H (9.633, -0.196, 2.180)  0.311
H (8.295, 0.525, 2.016)  0.346

Cartesian forces (eV/Å) of the 3 atoms listed first:
C 0.06 -0.01 -0.08
C -0.18 0.57 0.36
O 0.14 -0.23 -0.12

Properties
relative energy (zero: lowest compared OMol25 entry of this formula, charge and spin) = 0.0 kJ/mol

***

(7)
C6H10N3OS | ωB97M-V/def2-TZVPD

Each line ends with the natural charge from an NBO analysis.
Cartesian coordinates (Å):
C (-0.177, 0.489, -0.030)  0.100
C (-1.154, 1.243, -1.275)  0.604
C (1.528, -2.906, 0.006)  -0.248
C (2.463, -2.279, 1.024)  -0.565
C (0.934, -0.628, 0.072)  0.168
C (-1.669, 2.611, -0.930)  -0.340
N (-0.536, 0.861, 1.140)  -0.546
N (0.955, -1.726, -0.663)  -0.486
N (-2.339, 2.672, 0.394)  -0.863
O (-1.394, 0.622, -2.255)  -0.476
S (1.768, -0.664, 1.565)  0.527
H (2.142, -3.653, -0.717)  0.273
H (0.692, -3.237, 0.616)  0.229
H (2.682, -2.758, 1.982)  0.265
H (3.475, -2.274, 0.638)  0.244
H (-2.342, 2.842, -1.756)  0.239
H (-0.671, 3.196, -0.840)  0.239
H (0.304, -2.046, -1.336)  0.446
H (-2.192, 3.558, 0.850)  0.394
H (-1.087, 1.607, 1.335)  0.401
H (-3.382, 2.470, 0.183)  0.395

Cartesian forces (eV/Å) of the 3 atoms listed first:
C -1.74 2.31 0.91
C 1.78 -2.40 1.15
C 1.79 -0.29 0.33

Properties
relative energy (zero: lowest compared OMol25 entry of this formula, charge and spin) = 305.8 kJ/mol
net charge = +1

***

(8)
C17H33CuGeN5OSSe | ωB97M-V/def2-TZVPD

Each line ends with the natural charge from an NBO analysis.
Cartesian coordinates (Å):
Cu (-2.664, 0.182, 0.132)  0.804
N (-6.669, -0.602, -0.947)  -0.825
C (-5.492, -0.054, -0.530)  0.262
S (-4.564, -0.948, 0.619)  -0.500
N (-5.145, 1.124, -1.119)  -0.474
N (-3.955, 1.585, -0.792)  -0.321
C (-3.641, 2.824, -1.101)  0.030
C (-2.497, 3.493, -0.611)  -0.213
C (-2.515, 4.887, -0.739)  -0.168
C (-1.405, 5.659, -0.414)  -0.324
C (-0.267, 5.031, 0.088)  -0.224
C (-0.297, 3.706, 0.410)  -0.302
C (-1.428, 2.880, 0.162)  0.393
O (-1.545, 1.660, 0.601)  -0.850
H (-6.785, -1.575, -0.704)  0.386
H (-7.035, -0.337, -1.879)  0.379
H (-4.372, 3.483, -1.600)  0.151
H (-3.441, 5.364, -1.057)  0.190
H (-1.435, 6.734, -0.526)  0.189
H (0.625, 5.633, 0.238)  0.189
H (0.548, 3.233, 0.900)  0.196
C (4.779, 1.853, -1.111)  -1.096
Ge (4.558, 0.421, 0.184)  1.629
C (4.287, 1.090, 1.993)  -1.097
C (5.978, -0.959, 0.076)  -1.085
C (3.028, -0.629, -0.378)  -1.098
Se (1.440, 0.400, -0.163)  0.314
C (1.100, 1.000, -2.031)  -0.761
H (5.594, 2.514, -0.829)  0.227
H (3.850, 2.441, -1.177)  0.245
H (5.023, 1.415, -2.068)  0.224
H (5.061, 1.765, 2.318)  0.228
H (4.240, 0.262, 2.701)  0.227
H (3.319, 1.627, 2.013)  0.255
H (6.953, -0.615, 0.433)  0.221
H (6.088, -1.274, -0.961)  0.223
H (5.667, -1.819, 0.687)  0.224
H (2.979, -1.500, 0.305)  0.236
H (3.127, -0.990, -1.417)  0.239
H (1.976, 1.580, -2.329)  0.209
H (0.207, 1.630, -1.995)  0.260
H (0.939, 0.107, -2.653)  0.209
C (-1.793, -4.510, -0.036)  -0.626
C (-0.964, -3.735, 0.994)  0.110
C (-1.146, -4.384, 2.368)  -0.606
C (0.547, -3.734, 0.585)  -0.634
N (-1.501, -2.402, 1.160)  -0.488
N (-1.386, -1.472, 0.050)  -0.728
H (-1.603, -5.561, 0.100)  0.199
H (-1.522, -4.243, -1.049)  0.199
H (-2.845, -4.319, 0.162)  0.238
H (-0.763, -5.408, 2.348)  0.198
H (-2.183, -4.395, 2.668)  0.226
H (-0.591, -3.865, 3.144)  0.200
H (0.941, -4.745, 0.604)  0.199
H (1.093, -3.153, 1.331)  0.202
H (0.722, -3.332, -0.397)  0.209
H (-1.196, -1.963, 2.032)  0.362
H (-1.601, -1.971, -0.799)  0.362
H (-0.427, -1.088, 0.010)  0.372

Cartesian forces (eV/Å) of the 3 atoms listed first:
Cu -0.61 -0.23 0.10
N -1.16 -0.17 -0.96
C 1.64 1.89 -0.99

Properties
net charge = -1

***

no.,energy (eV),largest force on an atom (Eh/bohr)
1,-27085.98856,0.0199
2,-42767.08695,0.0137
3,-15092.34742,0.1208
4,-6790.66928,0.0814
5,-10268.20015,0.0719
6,-65712.30878,0.0173
7,-23727.42496,0.1295
8,-205000.08523,0.0634